Computed, not measured: 2 unconnected molecules or ions with the total composition C5H13N3O in a non-equilibrium geometry, with the ωB97M-V functional and the def2-TZVPD basis.

Summary:
Lowest unoccupied orbital energy = 0.71 eV
SMILES string = NNC(N)=O.C=C(C)C
Gap between HOMO and LUMO = 9.542 eV
Total energy = -11912.886 eV
Relative energy (zero: lowest compared OMol25 entry of this formula, charge and spin) = 39.9 kcal per mole

Last column: natural (NBO) charge in e.
Positions of all 22 atoms, in Å:
H 0.548 0.898 -2.410  0.199
C 1.218 0.165 -0.562  0.033
N -1.530 -0.676 -0.190  -0.494
H -1.575 -1.164 1.756  0.357
H 0.833 -1.517 -1.832  0.225
H -1.949 2.222 1.124  0.406
N -1.676 1.254 1.118  -0.860
H 1.362 1.474 1.133  0.213
H 0.593 2.114 -1.048  0.194
H 1.003 -0.216 1.554  0.196
C 1.513 -1.228 -1.039  -0.652
N -1.288 -1.585 0.878  -0.650
C -2.068 0.571 -0.011  0.765
H -0.299 -1.805 0.917  0.345
C 0.770 1.104 -1.377  -0.408
H 2.532 -1.274 -1.437  0.227
H -1.973 -1.157 -0.970  0.390
O -2.855 1.034 -0.812  -0.642
H 2.612 0.246 1.053  0.225
C 1.552 0.441 0.879  -0.655
H 1.451 -1.957 -0.234  0.196
H -0.774 1.056 1.510  0.388


Computed, not measured: C5H13N3O in the gas phase in a non-equilibrium geometry, with the ωB97M-V functional and the def2-TZVPD basis.

Summary:
Lowest unoccupied orbital energy = 0.80 eV
SMILES string = [H]/N=C\[C@](C)(N)[C@@](C)(N)O
Gap between HOMO and LUMO = 10.063 eV
Total energy = -11913.312 eV
Relative energy (zero: lowest compared OMol25 entry of this formula, charge and spin) = 30.1 kcal per mole

Last column: natural (NBO) charge in e.
Positions of all 22 atoms, in Å:
C -1.412 0.409 -0.949  -0.632
N 1.895 0.250 -0.512  -0.851
H 1.541 0.872 -1.237  0.362
N -0.429 2.726 0.513  -0.615
H -0.770 -0.908 1.999  0.381
H 1.559 -2.336 -1.006  0.216
C -0.556 0.206 0.307  -0.001
C -0.212 1.544 0.988  0.119
H 0.291 1.476 1.971  0.184
C 0.814 -0.557 0.025  0.404
H -1.791 -0.544 -1.337  0.239
H -0.126 -2.446 -0.542  0.226
H 2.228 0.868 0.229  0.370
H 2.158 -1.473 1.031  0.482
O 1.310 -1.054 1.263  -0.738
H -2.055 0.080 1.731  0.362
H -2.291 1.032 -0.741  0.222
H 0.348 -1.439 -1.931  0.212
C 0.633 -1.754 -0.921  -0.642
N -1.398 -0.550 1.271  -0.830
H -0.845 0.892 -1.751  0.202
H -0.893 2.705 -0.402  0.329


Computed, not measured: 2 unconnected molecules or ions with the total composition C5H13N3O in a non-equilibrium geometry, with the ωB97M-V functional and the def2-TZVPD basis.

Summary:
Lowest unoccupied orbital energy = 0.96 eV
SMILES string = CN(C)C(N)=O.[H]/N=C/C
Gap between HOMO and LUMO = 9.691 eV
Total energy = -11913.402 eV
Relative energy (zero: lowest compared OMol25 entry of this formula, charge and spin) = 28.0 kcal per mole

Last column: natural (NBO) charge in e.
Positions of all 22 atoms, in Å:
H 0.152 0.782 2.902  0.223
C -1.321 0.294 1.424  0.123
C -0.773 1.191 2.483  -0.677
H 1.394 1.357 0.329  0.386
C -0.056 0.741 -0.993  0.797
H -1.393 -1.478 0.667  0.343
H -0.585 2.185 2.065  0.213
C 1.741 -0.969 -0.632  -0.418
H 1.952 -1.992 -0.943  0.213
N -0.830 -0.871 1.256  -0.628
H 0.364 -1.714 -2.889  0.189
H -1.505 1.317 3.291  0.231
O -1.038 1.108 -1.615  -0.662
N 0.432 -0.583 -1.106  -0.469
H 1.778 -0.942 0.463  0.206
H -2.284 0.606 1.008  0.166
N 0.861 1.647 -0.475  -0.845
H -0.453 -2.429 -1.485  0.182
H 2.517 -0.316 -1.036  0.197
H 0.464 2.571 -0.383  0.396
C -0.243 -1.489 -2.006  -0.412
H -1.172 -1.014 -2.326  0.245


Computed, not measured: C5H13N3O in the gas phase in a non-equilibrium geometry, with the ωB97M-V functional and the def2-TZVPD basis.

Summary:
Lowest unoccupied orbital energy = 0.93 eV
SMILES string = C=CC(N)(N)[C@@H](N)OC
Gap between HOMO and LUMO = 10.257 eV
Total energy = -11912.045 eV
Relative energy (zero: lowest compared OMol25 entry of this formula, charge and spin) = 59.3 kcal per mole

Last column: natural (NBO) charge in e.
Positions of all 22 atoms, in Å:
C -1.811 1.038 -1.285  -0.250
H -2.638 0.748 -0.630  0.186
H 1.374 1.444 0.994  0.348
H -2.077 0.189 2.604  0.207
H 0.763 -1.726 -1.932  0.370
C 0.479 0.050 -1.082  0.261
H 0.968 -0.492 -2.950  0.373
N 1.337 -1.676 0.585  -0.836
H -1.328 1.929 -0.873  0.169
O -0.953 -0.081 -1.420  -0.579
H 0.785 1.088 -1.247  0.170
N 1.199 -0.805 -2.011  -0.836
H -2.247 1.280 -2.259  0.177
N 1.643 0.475 1.139  -0.835
H -1.188 -1.393 1.035  0.217
C -1.144 0.406 2.093  -0.427
H 1.966 -1.587 1.378  0.362
C -0.648 -0.457 1.187  -0.167
H -0.687 1.369 2.293  0.186
C 0.684 -0.383 0.466  0.169
H 1.558 0.309 2.140  0.360
H 1.963 -1.727 -0.224  0.377


One value per record, in order, for HOMO energy: -8.83; -9.26; -8.73; -9.33 eV.